Formula: C29H72CuF6NO31S11
Source: the OMol25 dataset
Level of theory: the ωB97M-V functional and the def2-TZVPD basis

Computed properties:
2S+1	2
relative energy (zero: lowest compared OMol25 entry of this formula, charge and spin)	1.9443	eV
E_LUMO (spin up / spin down)	-3.84 / -7.04	eV
orbital gap (spin up / spin down)	8.46 / 5.26	eV
E_tot	-276322.151	eV
F_max	3.66	eV/A
total charge	+1
HOMO (spin up / spin down)	-12.30 / -12.30	eV

```
151
Properties=species:S:1:pos:R:3:forces:R:3
Cu 2.23093 -1.49160 -0.22453 -2.423 -0.285 0.163
S 6.58530 3.30158 3.07248 -0.256 0.829 -0.882
S -3.13440 -4.33425 2.46901 -0.967 1.707 0.344
S 5.69454 2.52822 -2.43115 0.246 2.038 -0.586
S 2.35678 -3.24066 2.91069 -1.879 -0.652 1.515
S -4.27867 -4.47564 -4.29841 -1.137 0.855 -0.617
S 0.39705 -4.25129 -1.45799 -1.410 -0.211 -1.136
S 1.54338 0.02135 -3.35186 0.254 -0.864 -1.394
S -1.17008 3.95293 5.58001 -0.414 -0.950 0.104
S 1.01705 1.37911 0.53399 1.001 -0.284 0.896
S -4.54389 3.20889 0.44404 1.940 -0.018 0.262
S -0.79491 -0.70756 0.82879 -1.776 -3.095 0.833
F 2.04988 2.70324 2.50278 0.225 0.099 0.369
F 0.66792 1.15031 3.12920 0.158 0.014 0.359
F 2.64324 0.59483 2.41987 0.247 0.014 0.341
F -1.91454 0.73818 -1.02902 -0.578 -0.254 0.157
F -2.86789 -1.22019 -0.79719 0.050 0.029 0.268
F -0.96298 -1.00138 -1.80708 -0.184 -0.411 0.194
O -2.14693 4.73306 6.54223 -0.257 -0.278 -0.068
O -3.30581 -5.50811 -4.20444 0.143 -0.321 0.272
O -1.50950 0.06245 1.79932 0.743 1.282 -0.652
O 5.46354 1.23590 -3.00060 0.022 -0.544 0.146
O -4.98332 -4.34863 -2.88373 0.513 -0.407 0.154
O 0.63245 -5.46563 -0.75588 0.587 -0.049 0.093
O -1.31524 4.40595 4.22904 0.196 0.464 -0.150
O -0.16044 2.15568 0.52061 -0.689 0.160 -0.253
O 6.33894 4.63814 2.22727 -0.104 -0.133 0.033
O -2.45776 -3.99125 3.67648 0.730 -0.518 0.433
O -2.54599 -5.14132 1.45697 0.073 -0.234 -0.111
O -3.88877 -3.16358 -4.71027 0.394 0.280 -0.130
O 7.89061 2.90127 2.68923 0.269 -0.317 0.119
O 1.11017 -4.21231 -2.86626 0.466 0.138 0.217
O -3.48839 -2.93551 1.77059 0.328 -0.623 0.044
O 2.12804 1.72721 -0.29544 0.186 -0.645 -0.023
O 0.84913 -1.11015 -4.21026 -0.054 0.342 0.402
O 6.44931 3.41490 -3.51273 -0.282 -0.662 0.352
O 0.74853 -2.98460 -0.87308 0.795 0.234 0.070
O 0.11296 3.86687 6.20110 0.249 0.208 -0.282
O 1.91733 -0.68766 -2.15398 1.028 -0.556 1.204
O -3.36043 3.53533 -0.57226 -0.540 -0.404 -0.330
O -0.82197 -2.10200 1.17801 0.882 0.218 -0.906
O -5.29463 2.14435 -0.12232 -0.177 -0.224 -0.274
O 0.72177 1.16861 -3.24303 -0.059 0.417 0.217
O -5.16688 4.41889 0.85773 -0.229 0.258 0.110
O 2.25976 -3.00352 1.47525 0.559 0.901 -1.266
O 6.24382 3.54251 4.43420 -0.197 -0.226 0.223
O 6.40077 2.71621 -1.21429 -0.231 -0.410 0.369
O 2.47139 -4.78917 3.16248 0.462 0.182 -0.147
O 3.34529 -2.59470 3.68701 0.679 0.195 -0.296
N 0.72976 -0.28411 0.41586 0.205 1.555 0.335
C 5.32180 6.76629 2.78325 -0.884 0.504 -1.200
C -4.76669 -4.92089 2.90434 0.021 -0.396 -0.522
C 5.42195 2.22494 2.27471 -0.405 0.269 0.035
C -2.23014 6.17154 6.54511 -0.249 0.780 -0.318
C -5.97302 -2.92255 -1.17953 0.433 -0.717 -0.329
C -0.87130 -1.90423 -5.66050 1.095 -0.852 0.682
C 0.98163 -5.37890 -3.72751 -0.539 -0.104 -0.907
C 4.12966 3.37473 -2.38115 -1.137 -1.193 0.366
C 5.08426 5.31416 2.42169 -0.299 0.107 0.216
C -1.93411 2.34594 5.69718 -0.945 1.323 -0.026
C -1.73172 -0.56048 -0.80070 1.076 1.150 -0.342
C -3.53209 2.57395 1.75001 -0.393 -0.145 1.157
C 1.52475 -5.67629 2.47354 -0.157 0.466 -1.542
C 7.07604 4.12085 -5.62524 0.039 0.164 -0.505
C -0.96159 6.82175 7.03158 0.183 0.281 0.838
C 6.76163 2.87805 -4.82248 0.718 0.760 -0.078
C -4.91190 -1.02445 2.00798 0.445 0.464 1.394
C 2.32524 -6.64728 1.62561 0.697 -0.215 0.635
C -2.97947 5.80662 -1.32183 -0.311 -0.387 0.103
C -5.92573 -3.28918 -2.64903 -0.455 1.027 -0.249
C -3.85941 -1.89163 2.67747 -1.031 0.907 0.706
C -5.67274 -5.00112 -5.28485 0.436 -0.597 1.293
C 2.96371 0.29868 -4.37551 -0.823 1.044 -0.160
C 0.75580 -3.00539 3.67445 0.902 0.570 -0.572
C -0.04580 -0.67870 -5.27648 -1.294 -1.156 0.059
C -1.31430 -4.23604 -1.92415 0.351 0.039 0.483
C 1.64664 1.46809 2.30769 -0.660 -0.208 -1.472
C 1.73777 -5.10599 -5.01120 1.753 -0.077 0.849
C -2.54973 4.69646 -0.37637 0.402 1.021 -0.300
H -5.52243 -4.13946 2.91763 0.298 0.300 -0.166
H -6.90894 -3.58387 -3.02590 0.026 -0.393 0.266
H -6.86096 -2.30622 -1.06060 0.030 -0.019 0.447
H 7.35069 3.85075 -6.64624 -0.112 0.026 -0.018
H 1.34078 -6.23076 -3.15772 -0.251 -0.237 -0.202
H -4.20742 2.50340 2.60691 0.053 -0.151 0.030
H 4.37943 2.43145 2.49855 0.186 0.238 0.691
H -2.53939 5.06768 0.65133 -0.306 -0.324 0.088
H 3.27447 -6.80152 2.14501 0.052 -0.079 -0.145
H -3.98264 6.16264 -1.08764 0.071 0.070 0.174
H -3.08847 1.60214 1.54957 -0.352 0.039 -0.418
H 3.97936 4.17815 -1.66699 0.770 0.248 -0.135
H -6.45041 -4.25044 -5.19255 0.081 0.164 -0.385
H 5.95480 2.27524 -5.23506 -0.195 0.157 0.134
H -5.89329 -1.48661 2.09031 -0.039 -0.073 -0.817
H 2.52522 -6.22919 0.64326 0.009 -0.005 0.029
H 2.58236 0.91543 -5.19417 -0.199 -0.171 -0.076
H -2.96587 2.43251 5.35183 0.059 0.210 -0.121
H 0.95238 -3.37097 4.67778 -0.439 -0.106 0.071
H -5.07619 -2.40096 -0.85161 -0.071 0.260 -0.195
H -3.06601 -1.24916 3.06133 0.726 -0.473 -0.814
H -0.24080 -2.62270 -6.19113 -0.311 0.215 -0.585
H -1.88001 -4.34596 -0.99847 -0.059 0.180 0.027
H 5.47979 2.44878 1.21013 0.656 -0.591 -0.093
H 3.27735 -0.65270 -4.78848 0.434 -0.045 0.376
H 3.69170 0.94196 -3.88187 0.203 -0.708 0.200
H -4.77621 -5.37850 3.88915 0.329 -0.252 -0.114
H -5.68589 -2.39072 -3.22423 0.440 -0.212 -0.089
H -2.00370 2.16826 6.76664 0.545 -0.836 -0.104
H -0.78121 0.00011 -4.85155 0.573 0.730 -0.217
H 7.90582 4.69403 -5.21330 0.118 -0.306 0.197
H 5.67572 1.22323 2.60983 0.018 -0.154 -0.427
H 0.02805 -3.54113 3.08160 -0.249 -0.208 0.257
H -1.80435 -1.66062 -6.15440 0.116 0.021 -0.276
H -4.99196 -5.61726 2.09852 -0.291 -0.198 0.256
H -0.06132 -5.42375 -4.04834 -0.146 -0.502 0.598
H -5.98429 -5.87424 -4.70732 -0.229 -0.190 -0.427
H 6.24179 4.82255 -5.64351 -0.193 -0.224 -0.121
H 0.98858 -5.02607 1.78102 -0.413 -0.235 0.103
H -4.25053 -2.28272 3.62224 -0.252 -0.404 -0.283
H -1.52340 4.41363 -0.61460 -0.106 -0.326 0.037
H 3.76415 3.62488 -3.37376 0.404 0.209 -0.124
H 0.49665 -1.94910 3.68145 0.084 0.039 0.011
H -1.50389 -5.10632 -2.54561 0.014 -0.012 -0.030
H 3.44239 2.59639 -2.02722 0.064 0.032 0.045
H 4.47815 5.23129 1.51474 0.258 -0.071 -0.144
H 6.24230 6.90329 3.33818 -0.312 0.087 0.522
H 1.89654 -7.64057 1.50948 -0.400 0.170 0.028
H -5.98396 -3.83926 -0.58714 -0.517 0.082 0.119
H -2.53843 6.54380 5.56466 0.237 -0.307 -0.160
H -5.38168 -5.27703 -6.29056 0.024 0.213 -0.077
H 1.74262 -5.87426 -5.78257 -1.150 -0.065 0.043
H -0.68306 6.39085 7.99609 0.208 -0.295 -0.211
H -3.02818 5.40460 -2.33419 0.240 0.163 -0.077
H -1.10523 -2.47214 -4.75632 -0.356 0.369 0.146
H 4.38482 7.16269 3.18554 0.391 -0.147 0.993
H -2.26685 6.62721 -1.24905 -0.046 0.055 -0.161
H 0.54947 -0.35250 -6.12555 -0.111 0.565 0.136
H -0.12826 6.76106 6.33533 -0.042 -0.191 -0.023
H 0.81188 -6.10957 3.16821 0.350 0.014 0.377
H 7.65270 2.25465 -4.74611 -0.100 -0.111 0.130
H -2.71028 3.21937 2.06085 -0.202 0.406 -0.337
H -4.58097 -0.64140 1.04688 -0.407 -0.308 -0.253
H -3.07703 6.38855 7.19373 0.145 -0.166 0.220
H -1.42090 1.70239 4.99123 0.391 -0.358 0.584
H -1.52941 -3.31531 -2.45569 -0.088 0.051 0.017
H -4.97804 -0.14571 2.66098 -0.116 0.078 -0.144
H 5.35261 7.41990 1.90334 0.662 -0.430 -0.273
H 4.51321 4.81026 3.20448 0.186 0.065 0.159
H 1.43847 -4.12009 -5.35823 0.206 -0.102 -0.374
H -1.10177 7.87411 7.28992 -0.316 0.047 -0.414
H 2.81197 -5.15851 -4.78652 -0.032 0.808 0.126
```
Positions in Å, forces in eV/Å.